{
  "formula": "C20H25N6SSiSn",
  "method": "ωB97M-V/def2-TZVPD",
  "homo_energy_ev": -16.8,
  "homo_lumo_gap_ev": 4.9,
  "spin_multiplicity": 1,
  "total_energy_ha": -2006.750242,
  "total_charge": 3,
  "lumo_ev": -11.86,
  "species": ["Sn", "N", "C", "C", "N", "C", "C", "N", "C", "C", "N", "H", "H", "H", "H", "H", "H", "S", "C", "N", "C", "C", "C", "C", "H", "H", "H", "H", "H", "C", "Si", "C", "C", "N", "C", "C", "C", "C", "C", "C", "H", "H", "H", "H", "H", "H", "H", "H", "H", "H", "H", "H", "H", "H"],
  "positions_angstrom": [[-0.755448, -0.096296, -0.222072], [-1.719464, -1.011276, 4.035512], [-1.327063, 0.258742, 4.368802], [-0.830413, 0.808326, 3.226220], [-0.910116, -0.115492, 2.212473], [-1.461000, -1.207817, 2.731065], [-1.672804, -2.364253, 1.895390], [-1.383865, -2.292804, 0.604121], [-1.634851, -3.527259, 0.067745], [-2.087401, -4.353198, 1.055386], [-2.102160, -3.603011, 2.199871], [-2.155451, -1.657658, 4.676000], [-1.434675, 0.664823, 5.359804], [-0.429764, 1.794942, 3.068400], [-1.483775, -3.736985, -0.977342], [-2.391722, -5.385462, 1.033351], [-2.397476, -3.948675, 3.099784], [1.360191, -1.275856, -1.272351], [3.070842, -1.060106, -1.054673], [3.765693, -2.149129, -0.652863], [5.104658, -2.174782, -0.512134], [5.841929, -1.050548, -0.775632], [5.174876, 0.087875, -1.230522], [3.797231, 0.085938, -1.369225], [3.235637, -2.998822, -0.491878], [5.552774, -3.110191, -0.207088], [6.915153, -1.069142, -0.657589], [5.750440, 0.963117, -1.504744], [3.270516, 0.939757, -1.766162], [1.743212, 3.967184, -2.950245], [0.273177, 3.324051, -1.959440], [-0.709056, 4.791839, -1.234021], [-0.871043, 2.181720, -2.904635], [0.808824, 2.409249, -0.519167], [1.652785, 2.783608, 0.395312], [2.282358, 4.092801, 0.422328], [3.103375, 4.451794, 1.449935], [3.347945, 3.550764, 2.500995], [2.784456, 2.257983, 2.503513], [1.966412, 1.876738, 1.485765], [1.428781, 4.818052, -3.555374], [2.112274, 3.195910, -3.629121], [2.567913, 4.288075, -2.312518], [-1.203975, 5.286132, -2.070751], [-0.043914, 5.501029, -0.742495], [-1.460082, 4.442293, -0.525693], [-1.112255, 2.629571, -3.871186], [-1.819795, 2.025775, -2.387469], [-0.411589, 1.211944, -3.117264], [2.054956, 4.810924, -0.353544], [3.554500, 5.435149, 1.470553], [3.980699, 3.854431, 3.327236], [3.000575, 1.578101, 3.317104], [1.548039, 0.878040, 1.451412]],
  "forces_ev_per_a": [[-0.29, -0.57, 0.45], [-0.06, -0.14, -0.07], [0.12, 0.30, -0.13], [-0.04, 0.02, 0.17], [0.20, -0.13, -0.52], [0.14, 0.29, 0.21], [-0.07, -0.34, -0.19], [0.19, 0.55, -0.07], [-0.08, -0.12, -0.05], [0.07, 0.02, -0.29], [0.00, 0.13, 0.10], [-0.02, -0.04, -0.01], [-0.04, -0.07, 0.01], [-0.07, 0.01, 0.07], [-0.02, -0.05, 0.02], [-0.01, 0.01, 0.03], [0.00, 0.01, 0.05], [-0.26, -0.18, 0.00], [-0.08, 0.26, 0.05], [0.10, 0.07, 0.01], [0.18, -0.04, -0.02], [-0.05, 0.08, -0.03], [0.05, -0.10, -0.01], [0.03, -0.13, 0.08], [-0.01, 0.00, 0.04], [-0.10, -0.03, 0.02], [0.00, -0.03, -0.03], [-0.05, 0.03, 0.02], [-0.03, 0.04, 0.01], [-0.12, -0.58, 0.29], [-1.02, 1.28, -1.01], [0.48, -0.82, -0.09], [0.39, 0.08, 0.13], [0.97, -0.27, 1.25], [-0.57, -0.16, -0.62], [0.20, 0.42, 0.19], [0.06, 0.20, -0.06], [-0.15, -0.06, -0.23], [-0.09, -0.28, 0.09], [0.20, -0.08, 0.22], [-0.09, 0.01, 0.02], [0.06, 0.05, -0.02], [0.03, 0.03, -0.13], [-0.05, 0.04, 0.02], [-0.08, 0.10, 0.01], [-0.08, 0.13, -0.01], [0.03, 0.05, 0.00], [0.02, 0.03, 0.03], [-0.01, 0.01, -0.03], [0.00, -0.08, -0.01], [-0.01, 0.00, 0.03], [0.02, 0.01, 0.00], [0.04, 0.04, 0.00], [-0.02, 0.00, 0.02]]
}